(1)
# CHCl2F

CHCl2F in the gas phase at a distorted geometry (ωB97M-V/def2-TZVPD, OMol25).

XYZ file:
```
5
Properties=species:S:1:pos:R:3:nbo_charge:R:1
F -0.91499 0.38082 -0.92585 -0.34
C 0.01680 -0.07792 -0.02516 0.09
Cl 1.47746 0.59657 -0.46025 0.07
Cl -0.55410 0.31884 1.62439 -0.02
H -0.02517 -1.21831 -0.21314 0.21
```

Calculated values
* highest occupied orbital energy: -11.61 eV
* charge: 0
* LUMO: 0.88 eV
* electronic energy: -1058.93770 Ha
* gap between HOMO and LUMO: 0.45889 hartree
* relative energy (zero: lowest compared OMol25 entry of this formula, charge and spin): 5.8 kcal/mol

***

(2)
# C30H62InN7OPSb2

A molecular structure, C30H62InN7OPSb2 (ωB97M-V/def2-TZVPD, OMol25).

XYZ file:
```
104
Properties=species:S:1:pos:R:3:mulliken_charge:R:1
In 0.18410 -0.15193 0.35974 3.26
N -0.48779 1.75715 -0.73250 -0.55
C 0.35900 2.02336 -1.92431 -1.29
C 1.71751 1.34518 -1.78459 -0.52
N 1.60085 -0.10156 -1.51569 0.38
C 2.92726 -0.66117 -1.15191 -0.92
C 3.22846 -0.47336 0.32186 0.06
N 2.13313 -1.08308 1.10122 -0.34
C 1.00786 -0.83859 -2.66936 -0.86
C -0.50762 -1.05147 -2.58374 -0.85
N -0.86894 -1.50559 -1.22714 -0.14
H -0.32700 2.49451 -0.03604 -0.37
H -1.46838 1.82841 -0.98581 0.40
H -0.15634 1.67484 -2.81591 0.39
H 0.51243 3.09515 -2.05358 0.69
H 2.29703 1.51723 -2.69800 0.84
H 2.26331 1.79470 -0.95311 -0.47
H 2.91058 -1.72974 -1.36554 0.49
H 3.71400 -0.21564 -1.76685 0.26
H 4.18980 -0.93265 0.55474 0.72
H 3.28495 0.58125 0.59515 -0.49
H 2.15296 -2.09651 1.00448 -0.16
H 2.22118 -0.85004 2.08488 0.26
H 1.25403 -0.33164 -3.60594 0.18
H 1.47496 -1.82201 -2.70694 0.67
H -1.07588 -0.14970 -2.80144 0.41
H -0.78269 -1.79046 -3.33818 0.60
H -1.87526 -1.63109 -1.13818 0.19
H -0.45986 -2.42734 -1.04947 -0.45
C 2.90516 -5.38351 0.93436 -1.27
Sb 1.28328 -4.52055 -0.15798 0.44
C 1.20333 -5.94405 -1.73952 -1.34
C -0.31867 -5.25943 1.08308 -1.53
C -1.66826 -4.79188 0.62185 0.51
C -2.17348 -5.35707 -0.55405 -0.28
C -3.43455 -5.05471 -1.03395 -1.00
C -4.25137 -4.17488 -0.32186 -0.92
C -3.77465 -3.60485 0.84178 -0.47
C -2.48636 -3.87394 1.32194 0.67
C -2.06676 -3.18805 2.58803 -1.71
Sb -1.63980 -1.11150 2.27827 0.57
C -1.44288 -0.31648 4.22868 -1.13
C -3.51985 -0.29277 1.73884 -1.29
H 2.76399 -6.46197 0.99057 0.41
H 2.94172 -4.98630 1.94815 0.41
H 3.85085 -5.18103 0.43541 0.39
H 1.03962 -6.93599 -1.32090 0.44
H 2.15251 -5.93360 -2.27230 0.42
H 0.40430 -5.70105 -2.43629 0.42
H -0.08856 -4.98410 2.10852 0.41
H -0.27303 -6.34852 1.03771 0.65
H -1.57268 -6.09068 -1.07829 0.57
H -3.79716 -5.53160 -1.93482 0.49
H -5.25923 -3.96667 -0.65438 0.47
H -4.42980 -2.96418 1.42069 0.64
H -1.23171 -3.64937 3.10426 0.62
H -2.89499 -3.12498 3.29810 0.65
H -2.38496 -0.49384 4.74626 0.59
H -1.25362 0.75082 4.16058 0.16
H -0.63596 -0.80533 4.76982 0.42
H -4.21455 -0.46885 2.56008 0.46
H -3.90605 -0.77122 0.84141 0.40
H -3.43274 0.77979 1.57713 0.36
O 1.00614 1.36871 1.76643 -1.01
P 1.33807 2.82614 2.09647 -1.10
N 1.59002 2.89377 3.69609 0.89
C 1.76466 4.18802 4.40079 -0.12
C 1.95536 3.78356 5.86453 -0.83
C 2.54813 2.38064 5.77491 -0.79
C 1.76979 1.75904 4.62161 -0.02
N 2.64786 3.47628 1.37483 0.44
C 4.00036 3.39614 1.96249 -0.77
C 4.94200 3.34925 0.75226 -0.72
C 4.13340 3.91946 -0.43334 -0.48
C 2.75406 4.26878 0.14092 -0.68
N 0.05713 3.73248 1.54519 0.43
C 0.10039 5.23118 1.49903 -0.63
C -1.20866 5.68099 2.13896 -0.87
C -2.15980 4.53166 1.82250 -0.71
C -1.27874 3.31163 2.04855 0.66
H 0.88840 4.82369 4.26635 -0.02
H 2.63771 4.71979 4.01302 0.30
H 0.99220 3.75667 6.37613 0.32
H 2.59415 4.48353 6.39764 0.40
H 2.44555 1.81216 6.69698 0.42
H 3.60961 2.43118 5.52449 0.31
H 0.80327 1.38556 4.96545 0.14
H 2.30714 0.94323 4.13552 0.04
H 4.09136 2.52603 2.61212 0.29
H 4.19342 4.28770 2.56357 0.63
H 5.26395 2.32718 0.54852 0.26
H 5.84183 3.92784 0.94723 0.37
H 4.05536 3.18360 -1.23159 0.13
H 4.60143 4.79846 -0.87044 0.46
H 1.92573 4.06144 -0.53761 -0.06
H 2.71082 5.33263 0.38588 0.65
H 0.15640 5.55277 0.45817 0.43
H 0.97675 5.61621 2.01908 0.33
H -1.54492 6.63931 1.75044 0.48
H -1.09189 5.78427 3.21957 0.24
H -2.48030 4.58008 0.77906 0.31
H -3.05018 4.51928 2.44742 0.45
H -1.62924 2.42086 1.52093 -0.79
H -1.22356 3.06970 3.11572 0.21
```

Calculated values
* highest occupied orbital energy: -15.46 eV
* charge: +3
* LUMO: -7.58 eV
* electronic energy: -2650.09501 Ha
* gap between HOMO and LUMO: 0.28972 hartree
* relative energy (zero: lowest compared OMol25 entry of this formula, charge and spin): 0.0 kcal/mol

***

(3)
# C6H6O

A molecular structure, C6H6O at a distorted geometry (ωB97M-V/def2-TZVPD, OMol25).

XYZ file:
```
13
Properties=species:S:1:pos:R:3:nbo_charge:R:1
C -0.72540 0.10837 1.39044 -0.18
C -0.55374 -1.12594 0.67963 0.43
C 0.20639 -0.99086 -0.61015 -0.48
C 0.56405 0.56699 -0.55014 -0.43
C -0.02110 1.10706 0.69780 -0.05
C -1.36822 -0.99170 2.47745 -0.22
O -1.12482 -1.96414 1.47769 -0.36
H 1.19751 -1.46799 -0.73723 0.25
H -0.35772 -1.22290 -1.52616 0.24
H 1.70645 0.89338 -0.53950 0.22
H 0.17561 0.87639 -1.43685 0.22
H 0.19290 2.10298 0.95597 0.21
H -2.35176 -0.93474 2.61683 0.14
```

Calculated values
* highest occupied orbital energy (alpha / beta): -6.92 / -6.92 eV
* charge: 0
* LUMO (alpha / beta): -0.48 / -0.48 eV
* electronic energy: -307.22353 Ha
* gap between HOMO and LUMO (alpha / beta): 0.23678 / 0.23681 hartree
* relative energy (zero: lowest compared OMol25 entry of this formula, charge and spin): 150.5 kcal/mol